## a
Below is a structure of composition C17H45FFeO6, with properties calculated with ωB97M-V/def2-TZVPD.

Structure (ORCA input):
```
! wB97M-V def2-TZVPD RIJCOSX def2/J DEFGRID3
* xyz 1 6
Fe 2.500 -6.092 9.228
C 1.223 -5.118 12.923
C 2.605 -5.298 12.329
O 2.601 -5.707 11.008
H 0.638 -4.307 12.479
H 1.294 -4.779 13.960
H 0.563 -5.986 12.917
H 3.222 -5.926 12.981
H 3.060 -4.301 12.440
F 1.569 -4.515 8.775
C 6.694 -5.682 8.653
C 5.574 -5.380 9.623
C 5.897 -4.267 10.610
O 4.338 -5.074 8.910
H 6.391 -6.491 7.988
H 7.596 -5.941 9.204
H 6.911 -4.809 8.032
H 5.380 -6.255 10.248
H 6.617 -4.654 11.331
H 5.007 -3.909 11.124
H 6.336 -3.408 10.096
H 4.514 -4.279 8.389
C -1.654 -6.830 9.347
C -0.313 -6.849 10.054
C -0.236 -7.887 11.156
O 0.742 -7.143 9.076
H -2.487 -6.788 10.042
H -1.765 -7.779 8.795
H -1.705 -6.078 8.560
H -0.177 -5.849 10.466
H -1.043 -7.697 11.863
H 0.708 -7.786 11.693
H -0.302 -8.898 10.750
H 0.423 -7.899 8.570
C -2.727 -3.440 6.744
C -1.245 -3.242 6.925
C -0.714 -1.861 6.592
O -0.901 -3.539 8.288
H -3.286 -2.983 7.563
H -3.065 -4.479 6.831
H -3.021 -3.131 5.741
H -0.708 -3.983 6.311
H -1.056 -1.523 5.607
H 0.375 -1.844 6.551
H -1.068 -1.110 7.298
H 0.025 -3.813 8.334
C 1.886 -5.488 5.036
C 1.798 -6.630 6.014
C 2.144 -7.979 5.418
O 2.741 -6.372 7.109
H 1.591 -4.525 5.452
H 1.271 -5.645 4.149
H 2.909 -5.377 4.660
H 0.819 -6.663 6.490
H 1.509 -8.139 4.544
H 1.950 -8.795 6.113
H 3.169 -8.046 5.050
H 3.602 -6.187 6.716
C 2.887 0.289 9.815
C 2.494 -1.167 9.823
C 1.238 -1.441 10.638
O 2.385 -1.708 8.508
H 3.105 0.655 10.817
H 2.173 0.921 9.285
H 3.821 0.418 9.257
H 3.336 -1.693 10.308
H 1.107 -2.505 10.836
H 0.393 -1.058 10.060
H 1.224 -0.884 11.576
H 2.041 -2.599 8.642
*
```

## Properties
LUMO (alpha / beta) in eV: -3.00 / -4.84
<S²>: 8.763
Orbital gap (alpha / beta) in Ha: 0.3249 / 0.2573

Results of the Mulliken charge analysis, in e, for atoms 1 through 2: number 1, Fe, carries 0.63; number 2, C, carries -1.10

## b
Below is a structure of composition C17H45FFeO6, with properties calculated with ωB97M-V/def2-TZVPD.

Structure (ORCA input):
```
! wB97M-V def2-TZVPD RIJCOSX def2/J DEFGRID3
* xyz 1 6
Fe 19.070 22.374 -15.937
C 18.571 20.993 -12.336
C 18.678 20.155 -13.597
O 18.825 20.936 -14.742
H 17.725 21.678 -12.304
H 19.520 21.465 -12.068
H 18.445 20.333 -11.470
H 17.732 19.607 -13.663
H 19.491 19.440 -13.450
F 17.433 22.063 -16.855
C 18.888 25.292 -19.177
C 19.276 23.850 -18.821
C 20.482 23.364 -19.645
O 19.593 23.840 -17.415
H 19.681 26.007 -18.926
H 18.020 25.693 -18.654
H 18.688 25.371 -20.245
H 18.360 23.341 -19.116
H 21.425 23.513 -19.113
H 20.521 23.815 -20.631
H 20.466 22.275 -19.710
H 20.203 24.565 -17.235
C 14.562 23.854 -18.026
C 14.424 22.734 -19.036
C 15.022 23.241 -20.356
O 15.212 21.624 -18.667
H 15.623 24.010 -17.791
H 14.083 23.602 -17.073
H 14.196 24.855 -18.257
H 13.369 22.538 -19.229
H 14.702 22.623 -21.196
H 16.108 23.346 -20.316
H 14.701 24.244 -20.663
H 15.901 21.881 -18.046
C 20.156 18.693 -17.154
C 20.902 19.993 -16.955
C 22.192 20.152 -17.761
O 20.093 21.130 -17.384
H 20.710 17.863 -16.727
H 20.072 18.559 -18.243
H 19.086 18.728 -16.947
H 21.109 20.187 -15.903
H 21.940 20.147 -18.830
H 22.900 19.320 -17.731
H 22.763 21.061 -17.583
H 19.940 21.096 -18.334
C 14.695 19.899 -14.964
C 14.230 21.344 -15.016
C 13.091 21.726 -14.112
O 15.409 22.165 -14.767
H 13.874 19.214 -15.189
H 15.136 19.595 -14.009
H 15.481 19.633 -15.678
H 13.943 21.492 -16.063
H 13.423 22.008 -13.108
H 12.468 20.861 -13.876
H 12.473 22.533 -14.499
H 15.965 21.839 -15.492
C 17.195 25.838 -15.440
C 18.115 25.066 -14.470
C 17.628 25.262 -13.039
O 17.975 23.656 -14.769
H 16.957 26.819 -15.027
H 16.218 25.360 -15.520
H 17.695 25.960 -16.398
H 19.145 25.388 -14.619
H 16.670 24.729 -12.924
H 17.333 26.261 -12.730
H 18.251 24.711 -12.333
H 17.165 23.422 -14.280
*
```

## Properties
LUMO (alpha / beta) in eV: -3.20 / -5.00
<S²>: 8.764
Orbital gap (alpha / beta) in Ha: 0.3218 / 0.2554

Results of the Mulliken charge analysis, in e, for atoms 1 through 2: number 1, Fe, carries 0.79; number 2, C, carries -1.16

Which is most stable? The ranking, best first, is a, b.

## a
Below is a cluster of 12 separate species, C6H35NO11 in total, with properties calculated with ωB97M-V/def2-TZVPD.

Structure (ORCA input):
```
! wB97M-V def2-TZVPD RIJCOSX def2/J DEFGRID3
* xyz 0 1
C -1.185 -3.550 -1.023
C -1.229 -2.105 -0.422
C -0.246 -1.177 -1.215
C 0.701 -0.469 -0.257
C 1.125 0.774 -0.509
N 2.018 1.486 0.290
C 2.045 2.944 0.212
H -0.992 -3.451 -2.085
H -0.350 -4.048 -0.534
H -2.068 -4.111 -0.753
H -0.882 -2.110 0.609
H -2.279 -1.824 -0.473
H -0.928 -0.466 -1.657
H 0.304 -1.736 -1.970
H 0.988 -1.081 0.590
H 0.955 1.328 -1.418
H 1.919 1.250 1.281
H 1.446 3.397 1.009
H 1.630 3.363 -0.702
H 3.082 3.255 0.341
H -2.673 -0.244 0.536
H -2.893 0.625 1.705
O -3.104 0.601 0.762
H -2.444 -1.640 2.608
H -1.147 -0.843 3.293
O -2.034 -0.814 2.880
H -1.194 1.992 2.189
H -0.573 0.936 1.285
O -0.410 1.823 1.668
H 0.871 1.246 3.248
H 2.326 1.820 3.297
O 1.807 1.021 3.152
H -1.559 -0.612 -3.732
H -2.587 -1.797 -3.501
O -1.839 -1.505 -4.028
H -1.367 2.381 -0.302
H -2.664 1.707 -0.704
O -2.086 2.464 -0.955
H -2.306 1.420 -3.990
H -1.825 1.583 -2.517
O -1.642 1.138 -3.357
H -0.111 3.860 -3.303
H -0.645 3.133 -2.072
O 0.136 3.616 -2.409
H 1.255 -0.811 4.064
H 0.809 -2.169 3.353
O 0.545 -1.283 3.618
H 4.331 -1.605 -1.155
H 3.579 -0.507 -0.301
O 4.297 -1.153 -0.312
H 3.777 -2.843 1.224
H 2.426 -2.407 0.847
O 2.886 -2.801 1.593
*
```

## Properties
LUMO in eV: 0.15
SMILES: CCC/C=C/NC.O.O.O.O.O.O.O.O.O.O.O
Orbital gap in Ha: 0.2979

Results of the Mulliken charge analysis, in e, for atoms 1 through 2: number 1, C, carries -1.64; number 2, C, carries -0.12

## b
Below is a cluster of 11 separate species, C6H35NO11 in total, with properties calculated with ωB97M-V/def2-TZVPD.

Structure (ORCA input):
```
! wB97M-V def2-TZVPD RIJCOSX def2/J DEFGRID3
* xyz 0 1
C 1.489 -0.487 2.141
C 3.012 -0.498 2.497
C 0.558 0.664 2.655
N -0.866 0.434 2.115
C -1.865 1.262 2.840
C -0.999 0.584 0.654
C -0.789 -0.773 -0.156
O -1.842 -0.897 -1.136
H 1.258 -1.443 2.579
H 1.735 -0.581 1.048
H 3.098 -1.158 3.356
H 3.461 -1.025 1.611
H 3.406 0.640 2.390
H 0.919 1.689 2.398
H 0.489 0.410 3.691
H -2.081 0.749 3.785
H -2.825 1.099 2.459
H -1.498 2.280 3.163
H -0.163 1.330 0.193
H -2.068 0.814 0.408
H 0.076 -0.662 -0.842
H -0.865 -1.617 0.477
H -2.613 -1.087 -0.764
H -4.022 -0.266 -2.911
H -2.796 0.392 -2.873
O -3.761 0.514 -2.673
H -1.176 -1.848 -2.622
H -0.957 -3.426 -3.026
O -0.877 -2.534 -3.387
H 2.544 -2.523 -2.568
H 2.828 -2.344 -0.909
O 3.129 -2.234 -1.881
H 3.327 2.512 -0.809
H 3.601 2.569 -2.397
O 3.541 3.076 -1.512
H 2.651 -0.084 -1.548
H 1.658 1.204 -1.453
O 2.335 0.692 -0.984
H -0.783 -0.352 -4.507
H -0.118 -0.643 -3.169
O -0.488 0.134 -3.678
H -1.469 -1.199 2.427
H -1.763 -2.657 3.044
O -1.855 -2.116 2.328
H -3.381 -1.722 1.256
H -3.797 -2.832 0.338
O -3.901 -1.858 0.436
H 2.749 3.650 0.828
H 1.563 2.603 0.564
O 1.905 3.210 1.220
H -0.375 1.446 -2.591
H -1.091 2.616 -2.341
O -0.248 2.297 -2.165
*
```

## Properties
LUMO in eV: -0.05
SMILES: CCCN(C)CCO.O.O.O.O.O.O.O.O.O.O
Orbital gap in Ha: 0.3341

Results of the Mulliken charge analysis, in e, for atoms 1 through 2: number 1, C, carries 0.19; number 2, C, carries -1.18

Which is most stable? The ranking, best first, is a, b.

## a
Below is the molecule C6H8N2, with properties calculated with ωB97M-V/def2-TZVPD.

Structure (ORCA input):
```
! wB97M-V def2-TZVPD RIJCOSX def2/J DEFGRID3
* xyz 0 1
C 1.550 0.869 -3.761
C 0.623 0.789 -3.009
C -0.476 0.575 -2.207
C -0.973 0.033 -1.175
C -0.105 -0.965 -0.191
C -0.586 0.345 1.931
N 1.355 0.693 0.611
N 0.428 -0.223 0.889
H 2.292 1.021 -4.483
H 1.849 0.411 -0.247
H -1.909 0.405 -0.791
H -0.665 -1.817 0.044
H 0.634 -1.265 -0.884
H -0.971 1.379 1.722
H -1.293 -0.432 2.160
H 0.146 0.371 2.695
*
```

## Properties
LUMO (alpha / beta) in eV: -0.64 / 0.58
Orbital gap (alpha / beta) in Ha: 0.2555 / 0.3170

Results of the Mulliken charge analysis, in e, for atoms 1 through 2: number 1, C, carries 0.20; number 2, C, carries -0.21

## b
Below is the molecule C6H8N2, with properties calculated with ωB97M-V/def2-TZVPD.

Structure (ORCA input):
```
! wB97M-V def2-TZVPD RIJCOSX def2/J DEFGRID3
* xyz 0 1
C -0.897 0.361 -1.828
C -0.707 -0.609 -0.689
C 0.791 -1.129 -0.583
C 1.411 -0.307 0.621
C 0.325 0.805 0.797
C -1.026 1.100 1.441
H -1.408 -1.428 -0.927
H 0.828 -2.192 -0.249
H 1.269 -1.138 -1.644
H 2.401 0.057 0.369
H 1.432 -0.967 1.528
H 0.451 1.549 -0.040
H -1.438 0.893 2.432
H -1.529 2.019 0.986
N -1.039 0.982 -2.838
N -0.864 0.004 0.623
*
```

## Properties
LUMO in eV: 0.97
SMILES: N#C[C@H]1CC[C@@H]2CN21
Orbital gap in Ha: 0.3724

Results of the Mulliken charge analysis, in e, for atoms 1 through 2: number 1, C, carries 0.15; number 2, C, carries 0.21

Which is most stable? The ranking, best first, is b, a.

## a
Below is a structure of composition C6H8N2, with properties calculated with ωB97M-V/def2-TZVPD.

Structure (ORCA input):
```
! wB97M-V def2-TZVPD RIJCOSX def2/J DEFGRID3
* xyz 0 1
C 1.886 -0.200 0.520
C 1.309 0.957 -0.254
C -0.276 0.651 -0.119
C -1.442 1.001 -0.017
C -2.290 -0.220 0.030
C -0.203 -0.963 -0.036
H 1.326 -0.359 1.682
H 3.162 -0.517 0.516
H 2.048 2.124 -0.091
H 1.537 0.833 -1.324
H -2.153 1.895 0.051
H -2.829 -0.061 -0.963
H -3.149 -0.376 0.827
H 1.330 -2.115 -0.299
N -1.358 -1.386 0.046
N 1.102 -1.265 -0.568
*
```

## Properties
LUMO in eV: 0.93
Orbital gap in Ha: 0.3774

Results of the Mulliken charge analysis, in e, for atoms 1 through 2: number 1, C, carries -0.39; number 2, C, carries -0.48

## b
Below is the molecule C6H8N2, with properties calculated with ωB97M-V/def2-TZVPD.

Structure (ORCA input):
```
! wB97M-V def2-TZVPD RIJCOSX def2/J DEFGRID3
* xyz 0 1
C 0.707 0.168 0.508
C -0.130 -0.868 0.043
C 1.502 0.972 0.982
C -0.810 -1.725 -0.488
N 1.520 3.218 1.177
N -2.633 -1.968 -1.904
C 2.374 2.031 1.416
C -1.671 -2.718 -1.097
H 1.135 3.143 0.243
H 0.716 3.184 1.806
H -3.218 -1.391 -1.320
H -2.163 -1.384 -2.587
H 2.628 1.917 2.468
H 3.334 2.118 0.837
H -1.078 -3.412 -1.727
H -2.213 -3.286 -0.359
*
```

## Properties
LUMO in eV: 0.87
SMILES: NCC#CC#CCN
Orbital gap in Ha: 0.3449

Results of the Mulliken charge analysis, in e, for atoms 1 through 2: number 1, C, carries 0.31; number 2, C, carries -0.14

## c
Below is the molecule C6H8N2, with properties calculated with ωB97M-V/def2-TZVPD.

Structure (ORCA input):
```
! wB97M-V def2-TZVPD RIJCOSX def2/J DEFGRID3
* xyz 0 1
C -0.442 -0.023 -0.264
C 0.504 1.704 -1.506
C 0.709 -0.292 0.302
C 2.109 -0.046 0.675
C -1.934 1.708 -1.064
C 1.503 -2.407 1.693
N -0.567 1.186 -0.995
N 1.492 -1.154 1.039
H -1.316 -0.659 -0.223
H 0.248 2.662 -2.006
H -1.900 2.781 -1.247
H -2.482 1.228 -1.878
H -2.459 1.524 -0.126
H 0.512 -2.860 1.643
H 2.230 -3.073 1.219
H 1.793 -2.278 2.739
*
```

## Properties
LUMO in eV: 0.68
Orbital gap in Ha: 0.3049

Results of the Mulliken charge analysis, in e, for atoms 1 through 2: number 1, C, carries -0.59; number 2, C, carries -0.55

## d
Below is a cluster of 3 separate species, C6H8N2 in total, with properties calculated with ωB97M-V/def2-TZVPD.

Structure (ORCA input):
```
! wB97M-V def2-TZVPD RIJCOSX def2/J DEFGRID3
* xyz 0 1
C 1.919 -1.005 0.051
C 0.457 -0.544 -0.346
C -2.235 -0.206 0.600
C -1.479 0.540 -0.495
C -0.024 0.705 -0.353
C 0.815 1.711 -0.163
H 2.747 -1.770 -1.150
H 1.774 -2.280 1.066
H 2.522 -0.194 0.766
H -3.310 0.082 0.928
H -1.398 -0.338 1.283
H -1.897 1.467 -0.975
H 0.488 2.920 -0.332
H 1.903 1.392 0.225
N -0.467 -1.511 -0.457
N -1.815 -0.969 -0.648
*
```

## Properties
LUMO in eV: -0.15
Orbital gap in Ha: 0.3124

Results of the Mulliken charge analysis, in e, for atoms 1 through 2: number 1, C, carries -0.95; number 2, C, carries 0.41

Which is most stable? The ranking, best first, is b, a, c, d.